# 1
Molecular formula: C27H38BN4O2P2Tl
Method: DFT, ωB97M-V/def2-TZVPD

```
! wB97M-V def2-TZVPD RIJCOSX def2/J DEFGRID3
* xyz 0 1
Tl 1.80657 -1.05122 -0.74592
C 1.76057 0.30076 3.07891
P 0.93273 0.81709 1.54396
C -0.81484 0.68598 2.08379
N -1.20812 1.50902 2.99884
C -2.45127 1.27805 3.55807
C -2.98353 2.20887 4.47603
C -4.04674 1.74351 5.31603
C -4.59197 0.43289 5.09900
C -4.16492 -0.33432 4.04103
C -3.16377 0.14507 3.20718
N -2.88581 -0.54138 2.03387
C -1.65730 -0.29083 1.54480
P -1.29343 -1.13462 -0.03474
C -1.66329 -2.85230 0.54934
C -2.59996 -0.79177 -1.24135
C -2.10460 -1.54579 -2.56787
C -3.97819 -1.35779 -0.78004
C -2.71166 0.73778 -1.57129
C 1.36542 2.66318 1.32560
C 2.90710 2.65786 0.91424
C 1.16202 3.50041 2.59872
C 0.63772 3.18111 0.09018
H 1.01181 0.46159 3.89857
H 2.72217 0.76331 3.39814
H 2.00070 -0.78638 3.03889
H -2.63819 3.26279 4.46657
H -4.50662 2.37862 6.09692
H -5.32425 0.05757 5.79354
H -4.64395 -1.26527 3.82128
H -2.36982 -2.88696 1.39830
H -0.77930 -3.36250 0.90422
H -2.08884 -3.50945 -0.25913
H -1.78969 -2.54417 -2.33360
H -1.26463 -0.89332 -2.94527
H -2.85476 -1.60845 -3.29015
H -3.94064 -2.48462 -0.76257
H -4.76673 -1.05211 -1.47278
H -4.24010 -1.01769 0.23590
H -1.75944 1.10472 -1.84928
H -3.15643 1.33502 -0.76575
H -3.45255 0.76520 -2.42181
H 3.51951 2.12013 1.63852
H 3.31030 3.68752 0.87173
H 2.98913 2.21533 -0.09306
H 2.01457 3.48921 3.25347
H 0.29418 3.28142 3.26794
H 1.04635 4.63907 2.37892
H 0.55627 2.33578 -0.61216
H 1.23681 3.97283 -0.39663
H -0.34396 3.50386 0.31919
O 1.33803 1.94033 -2.80160
B 1.71464 0.57258 -2.54365
O 2.23837 0.00725 -3.73503
C 2.14265 1.01115 -4.74942
C 2.53009 0.92545 -6.06168
C 1.98026 1.94710 -6.89732
C 1.35062 3.03523 -6.36332
C 1.14406 3.19983 -4.98321
C 1.43562 2.09172 -4.21204
H 3.19862 0.12894 -6.46742
H 2.01037 1.84361 -7.97428
H 0.99719 3.85192 -6.97869
H 0.80533 4.16495 -4.65286
C 2.63536 -5.84043 0.77665
N 3.52557 -4.65899 0.52591
C 4.59658 -4.84290 -0.46860
C 3.02148 -3.46516 0.74607
N 2.45273 -2.51433 1.19251
H 2.07888 -5.64397 1.72905
H 3.22610 -6.73387 1.03203
H 2.01037 -6.21102 -0.08310
H 4.22181 -5.13872 -1.46218
H 5.15024 -5.69682 -0.08213
H 5.16040 -3.89849 -0.58395
*
```

Here are the Mulliken charges for atoms 1 to 5, given in e: atom 1 (Tl): 0.8114, atom 2 (C): -1.3518, atom 3 (P): 0.8380, atom 4 (C): 0.0160, atom 5 (N): -0.1180

=====

# 2
Molecular formula: C24H42GaN6OSb
Method: DFT, ωB97M-V/def2-TZVPD

Its energy relative to the best compared isomer or geometry (same formula, charge and spin) is 0.0 kcal/mol.

```
! wB97M-V def2-TZVPD RIJCOSX def2/J DEFGRID3
* xyz 2 1
Ga -0.89082 -0.12644 -0.76411
C 1.38863 -2.37028 -3.75230
N 1.23771 -1.09971 -3.04708
C 0.43501 -0.10156 -3.74028
C 1.70771 -0.89351 -1.80968
N 1.03053 -0.07380 -0.97777
C 1.72552 0.88868 -0.18538
C 2.88198 1.43632 -0.68454
C 3.57702 2.45368 -0.00925
C 3.06939 2.96119 1.14547
C 1.85830 2.46033 1.68083
C 1.33855 3.05875 2.85518
C 0.15991 2.64089 3.39109
C -0.52904 1.57226 2.79220
C -0.03360 0.92565 1.68782
N -0.77818 -0.17735 1.16269
C -1.31780 -1.08384 1.99882
N -2.50436 -1.63520 1.69472
C -3.52527 -0.91364 0.94175
C -2.86360 -2.99654 2.08252
N -0.68231 -1.48346 3.11109
C -1.39929 -1.82735 4.33861
C 0.76150 -1.38068 3.26978
C 1.16871 1.38539 1.04598
N 2.81931 -1.53709 -1.41745
C 3.93206 -1.80420 -2.32705
C 3.09866 -1.77712 -0.00888
H 0.41444 -2.65633 -4.14940
H 1.72525 -3.14169 -3.06607
H 2.09094 -2.28951 -4.58237
H 0.77080 -0.03979 -4.77581
H 0.58147 0.87202 -3.27639
H -0.62309 -0.37464 -3.73126
H 3.26194 1.09022 -1.63888
H 4.49479 2.84275 -0.42912
H 3.57300 3.76423 1.66752
H 1.89485 3.86938 3.30771
H -0.24676 3.11572 4.27373
H -1.46449 1.23218 3.22186
H -3.30721 0.15235 0.95258
H -4.48983 -1.06585 1.42683
H -3.58972 -1.26983 -0.08895
H -1.97808 -3.54545 2.38967
H -3.30263 -3.49711 1.21959
H -3.59673 -3.00780 2.88983
H -2.45120 -1.57332 4.24821
H -0.97232 -1.24249 5.15454
H -1.29826 -2.88551 4.58097
H 1.24026 -1.26590 2.30220
H 1.12136 -2.29546 3.74008
H 1.03036 -0.52844 3.89737
H 3.76623 -1.31102 -3.28060
H 4.07004 -2.87315 -2.49013
H 4.84211 -1.39917 -1.88198
H 2.16267 -1.84147 0.53954
H 3.71869 -0.98838 0.42263
H 3.62174 -2.72814 0.07953
C -0.49355 3.82227 -0.82139
Sb -1.82415 2.27349 -1.35670
C -2.25305 2.56236 -3.40365
C -3.62242 2.77404 -0.37061
H -0.87995 4.76932 -1.19324
H 0.48863 3.62532 -1.24786
H -0.41327 3.85067 0.26450
H -2.77348 3.51077 -3.52246
H -2.88336 1.75006 -3.75874
H -1.32661 2.58536 -3.97352
H -3.91607 3.77762 -0.67281
H -3.46368 2.75178 0.70618
H -4.40365 2.06871 -0.64620
C -1.37605 -2.79143 -1.46714
O -1.70455 -1.42961 -1.68861
H -0.34152 -2.93349 -1.12583
H -1.50228 -3.34553 -2.39817
H -2.03782 -3.24146 -0.72188
*
```

Here are the Mulliken charges for atoms 1 to 5, given in e: atom 1 (Ga): -1.1876, atom 2 (C): -1.2954, atom 3 (N): 0.3063, atom 4 (C): -1.1882, atom 5 (C): -0.1645

=====

# 3
Molecular formula: C15H35B3Br2O3
Method: DFT, ωB97M-V/def2-TZVPD

Its energy relative to the best compared isomer or geometry (same formula, charge and spin) is 0.0 kcal/mol.

```
! wB97M-V def2-TZVPD RIJCOSX def2/J DEFGRID3
* xyz 0 1
C 5.89355 3.59364 -0.87231
C 5.81348 4.36530 -2.17819
Br 6.37905 3.24813 -3.65216
C 4.40699 4.99468 -2.40761
Br 3.88949 5.02130 -4.28742
B 3.25180 4.25043 -1.63137
O 2.52087 3.19325 -2.12435
B 1.19658 3.28378 -1.77824
O 0.71204 4.48216 -1.27847
B 1.56002 5.13193 -0.40603
O 2.87865 4.72320 -0.37773
H 6.93371 3.54156 -0.55740
H 5.34899 4.09853 -0.07734
H 5.56444 2.56443 -0.98961
H 6.53467 5.17460 -2.15629
H 4.41611 6.03944 -2.11938
H 0.46427 2.35265 -1.84445
H 1.15806 6.02038 0.26725
C 0.66003 2.07018 1.65794
C 0.04529 0.68338 1.49748
C -1.29652 0.69675 0.76736
C -2.40611 1.48270 1.46759
C -2.72586 1.02272 2.88855
C -3.23518 -0.41405 2.96124
H 0.02620 2.72938 2.25284
H 1.63002 2.01220 2.15362
H 0.80993 2.53572 0.68171
H -0.06196 0.21518 2.47956
H 0.73846 0.05362 0.93351
H -1.61977 -0.33609 0.60883
H -1.15296 1.12062 -0.23142
H -3.31433 1.41386 0.86064
H -2.14191 2.54371 1.48944
H -3.48955 1.68748 3.30006
H -1.84718 1.13416 3.52978
H -4.13744 -0.53705 2.35833
H -3.47740 -0.68562 3.98940
H -2.48801 -1.12464 2.60228
C -3.52418 -2.84991 -0.69577
C -3.06631 -3.89714 0.31560
C -1.54752 -4.04885 0.38415
C -0.88820 -4.51785 -0.91383
C -1.40748 -5.84975 -1.45261
C -1.16943 -7.02289 -0.50595
H -3.23097 -3.11113 -1.71346
H -4.61091 -2.75616 -0.68218
H -3.09981 -1.87152 -0.46002
H -3.53633 -4.85706 0.08591
H -3.42783 -3.60975 1.30664
H -1.29682 -4.74087 1.19292
H -1.10815 -3.08623 0.66775
H 0.19010 -4.59989 -0.74482
H -1.01215 -3.75167 -1.68406
H -0.90567 -6.05546 -2.40147
H -2.47375 -5.77427 -1.68193
H -0.10490 -7.14078 -0.29350
H -1.52840 -7.95480 -0.94433
H -1.68978 -6.88766 0.44331
*
```

Here are the natural (NBO) charges for atoms 1 to 5, given in e: atom 1 (C): -0.6528, atom 2 (C): -0.2432, atom 3 (Br): 0.0206, atom 4 (C): -0.6350, atom 5 (Br): 0.0326

=====

Number 1: gap between HOMO and LUMO 4.25 eV. Number 2: gap between HOMO and LUMO 8.19 eV. Number 3: gap between HOMO and LUMO 10.13 eV.